[1]
Entry from OMol25: an isolated molecule of C5H8N2O2 (ωB97M-V with the def2-TZVPD basis set).

E_HOMO	-9.452	eV
energy above the lowest of the compared OMol25 structures with the same formula, charge and spin	158.0	kJ/mol
Kohn-Sham gap	0.362	hartree
SMILES	C[C@@](N)(CC#N)C(=O)O

Atoms and positions in Å:
C 0.177 -0.010 0.086
C -0.608 0.832 -0.877
C 0.884 -1.198 -0.544
C -1.232 -0.612 0.804
N 1.029 0.742 0.910
O -1.146 -0.490 2.135
C 0.436 1.567 -1.886
O -2.112 -1.225 0.268
N 1.389 2.106 -2.237
H -1.827 -1.032 2.567
H 0.650 1.624 1.235
H 1.543 0.189 1.581
H -1.260 0.261 -1.533
H -1.095 1.682 -0.403
H 1.295 -1.842 0.231
H 1.679 -0.814 -1.184
H 0.198 -1.781 -1.153

Cartesian forces (eV/Å) of the 6 atoms listed first:
C -3.007 -1.052 0.657
C 2.634 2.284 -3.668
C -0.159 0.247 -0.103
C 1.967 -0.964 0.448
N 0.203 0.183 -0.165
O 0.142 0.176 0.526


[2]
Entry from OMol25: a cluster of 2 separate species, C5H8N2O2 in total (ωB97M-V with the def2-TZVPD basis set).

E_HOMO (alpha / beta)	-7.452 / -7.453	eV
energy above the lowest of the compared OMol25 structures with the same formula, charge and spin	365.8	kJ/mol
Kohn-Sham gap (alpha / beta)	0.300 / 0.300	hartree

Atoms and positions in Å:
C -1.588 0.817 1.922
C 0.780 -1.699 -0.308
C 0.954 -0.877 0.889
C 0.428 -0.680 -1.372
C -0.467 1.628 -1.157
N 0.211 0.337 0.567
N 0.230 0.433 -0.713
O -2.369 1.066 1.093
O -1.050 0.592 2.938
H 1.679 -2.285 -0.419
H -0.065 -2.312 0.022
H 0.530 -1.228 1.864
H 2.016 -0.448 1.091
H 0.644 -0.912 -2.377
H -1.494 1.520 -0.998
H 0.091 2.430 -0.832
H -0.530 1.618 -2.210

Cartesian forces (eV/Å) of the 6 atoms listed first:
C -0.256 -0.199 1.152
C -0.298 -1.017 0.279
C 1.230 3.130 2.622
C 1.551 -1.441 0.932
C 0.669 -1.781 -2.132
N 0.566 0.974 1.761


no.,total energy (Ha),molar mass (g mol⁻¹)
1,-455.29829,128.13
2,-455.21917,128.13